No. 1
Below is a 5-piece molecular cluster, C4H13NO4 overall, with properties calculated with ωB97M-V/def2-TZVPD.

Structure (XYZ):
```
22
C4H13NO4 | OMol25 | ωB97M-V/def2-TZVPD
O 0.2407 0.8144 1.8235
O 1.4342 -2.7554 0.4008
O 0.4594 -1.7392 2.7871
O 1.8446 -0.6423 -1.3684
N -0.4736 1.1282 -1.9776
C -1.6696 2.1686 -0.4339
C -1.2719 0.1803 -1.4087
C -2.0287 0.7840 -0.4423
C -0.7012 2.3367 -1.3852
H 1.8852 -1.4952 -0.8829
H -1.3365 -0.8173 -1.8055
H -0.1841 3.2190 -1.7178
H -0.6513 1.1562 1.9501
H 0.3129 -0.8221 2.4523
H 0.8874 -2.4313 1.1529
H 1.3974 -3.7115 0.4967
H 0.2637 0.6354 0.8707
H 0.2540 0.8945 -2.6280
H -2.6830 0.3277 0.2833
H -2.0571 2.9210 0.2302
H 2.7674 -0.5091 -1.6289
H 1.3104 -1.6426 3.2314
```

Computed properties:
Charge: 0
Kohn-Sham gap in eV: 9.16
DFT total energy in Eh: -515.9372
Lowest unoccupied orbital energy in eV: 0.72

***

No. 2
Below is a 6-piece molecular cluster, CH15NO5 overall at a distorted geometry, with properties calculated with ωB97M-V/def2-TZVPD.

Structure (XYZ):
```
22
CH15NO5 | OMol25 | ωB97M-V/def2-TZVPD
O -3.0495 0.5021 -1.2647
O -0.3208 2.3950 -1.3442
O 0.2159 1.2696 1.1178
O -0.7246 -1.8698 -0.6682
O -1.3863 -0.7535 1.8135
N 1.6903 0.0061 -0.4946
C 2.3818 -1.0161 0.2750
H 2.2491 0.6697 -1.0092
H -0.9369 0.0965 1.5740
H 3.0472 -0.5763 1.0057
H 2.9554 -1.7333 -0.3187
H -1.2021 2.6444 -1.6366
H 0.8748 0.6939 0.3937
H 0.8343 1.7256 1.6956
H -0.8020 -1.3872 0.1888
H -2.4419 0.1406 -0.6084
H 1.6950 -1.6042 0.8911
H -1.6061 -2.2610 -0.7404
H -0.4411 2.0141 -0.4395
H 1.0170 -0.4619 -1.0857
H -1.4418 -0.8513 2.7649
H -2.6076 0.3572 -2.1101
```

Computed properties:
Charge: 0
Kohn-Sham gap in eV: 10.92
DFT total energy in Eh: -478.0479
Lowest unoccupied orbital energy in eV: 0.53

***

No. 3
Below is a 2-piece molecular cluster, C6H14N2O overall at a distorted geometry, with properties calculated with ωB97M-V/def2-TZVPD.

Structure (XYZ):
```
23
C6H14N2O | OMol25 | ωB97M-V/def2-TZVPD
O -2.3390 -1.0606 -0.8982
N -1.4878 -0.6953 1.6828
N -1.4757 0.2963 0.6798
C 1.4894 -0.3273 -0.0364
C 1.9420 1.0884 0.1682
C -1.8749 1.2350 -1.5107
C 1.0484 -0.7722 -1.2125
C -1.8518 0.0163 -0.6163
C 1.7093 -1.2374 1.1327
H 0.8017 -1.8088 -1.3678
H -1.0725 1.1833 0.9400
H 3.0232 1.1172 0.3086
H 1.1151 -0.9059 1.9840
H -2.2438 0.9516 -2.4921
H -2.4185 -0.7418 2.1019
H 2.7565 -1.2170 1.4348
H 1.4239 -2.2579 0.8911
H 1.0146 -0.1365 -2.0826
H 1.6956 1.7137 -0.6871
H -2.5226 2.0010 -1.0885
H -1.3492 -1.5905 1.2110
H 1.4866 1.5075 1.0653
H -0.8706 1.6409 -1.6080
```

Computed properties:
Charge: 0
Kohn-Sham gap in eV: 9.88
DFT total energy in Eh: -421.7305
Lowest unoccupied orbital energy in eV: 0.87

***

No. 4
Below is a 4-piece molecular cluster, CH9NO3 overall at a distorted geometry, with properties calculated with ωB97M-V/def2-TZVPD.

Structure (XYZ):
```
14
CH9NO3 | OMol25 | ωB97M-V/def2-TZVPD
O -0.3715 -1.6789 0.3709
O -1.1179 0.5478 -1.4523
O 0.4588 -2.2268 -2.3209
N 0.3796 1.4399 1.5138
C 0.5499 2.1515 2.5541
H -1.1835 -1.1971 0.1218
H 0.1073 -2.3701 -1.3903
H 0.5574 1.7383 3.4999
H 1.0100 -3.0123 -2.3472
H 0.8838 3.2099 2.3774
H 0.7239 1.8444 0.6751
H -0.3093 0.3624 -2.0992
H 0.2007 -0.8756 0.3757
H -1.8893 0.0666 -1.8788
```

Computed properties:
Charge: 0
Kohn-Sham gap in eV: 10.88
DFT total energy in Eh: -323.9217
Lowest unoccupied orbital energy in eV: 0.79

***

No. 5
Below is one molecule with the formula C6H13NO5, with properties calculated with ωB97M-V/def2-TZVPD.

Structure (XYZ):
```
25
C6H13NO5 | OMol25 | ωB97M-V/def2-TZVPD
O 0.0674 -0.5149 1.5119
O 0.0628 -2.2307 -0.0742
O -0.5950 -0.1814 -1.8942
O -2.9272 0.4085 -0.3808
O 0.5629 2.3140 0.5218
N 2.5068 0.4446 0.0025
C -0.3241 1.3789 -0.0228
C -2.2360 -0.2333 0.6522
C -0.8942 0.4449 1.0610
C 1.4251 -0.3511 -0.5522
C 0.8060 -1.2139 0.5641
C 0.3437 0.5620 -1.1519
H -1.1516 1.9641 -0.4375
H 1.3600 1.8346 0.8068
H -1.0594 1.0628 1.9496
H -2.4063 0.3241 -1.1971
H -2.0401 -1.2802 0.3879
H -0.6344 -1.0747 -1.5183
H 1.6192 -1.6701 1.1545
H -2.9104 -0.2282 1.5118
H 1.7562 -1.0548 -1.3379
H 2.9472 0.9936 -0.7280
H 3.2131 -0.1489 0.4234
H -0.3007 -2.8206 0.5972
H 0.8088 1.2707 -1.8497
```

Computed properties:
Charge: 0
Kohn-Sham gap in eV: 10.04
DFT total energy in Eh: -667.3667
Lowest unoccupied orbital energy in eV: 0.51

***

No. 6
Below is a 6-piece molecular cluster, C24H59NO6 overall at a distorted geometry, with properties calculated with ωB97M-V/def2-TZVPD.

Structure (XYZ):
```
90
C24H59NO6 | OMol25 | ωB97M-V/def2-TZVPD
O -1.9138 -0.0616 1.0914
O -0.1375 -4.6749 -1.4718
O 7.9393 4.9819 0.0033
O -4.7085 -0.6998 0.5727
O -2.7083 3.9302 -0.5589
O -0.7158 2.0592 -0.3843
N 0.9875 -4.2931 -0.7100
C -4.1768 3.9962 -0.8663
C -1.5866 0.0766 2.4813
C 0.5238 2.5073 -0.9818
C 0.4593 -6.0393 1.0033
C 0.4027 -1.8387 -1.2744
C -5.5000 -2.7019 -0.3618
C 2.7400 -2.5699 -0.3381
C 7.1316 3.7345 0.0846
C 7.1578 2.9471 -1.1775
C 2.5005 -2.7130 1.2318
C 2.0498 -4.1455 1.4620
C -4.6248 5.4256 -0.9499
C -0.4416 -3.8193 1.3655
C -4.7975 3.2601 0.2789
C 1.7677 1.7839 -0.5263
C -4.5430 -1.5121 -0.5927
C 1.4903 -2.9429 -1.1655
C 1.9329 -3.1121 -2.5875
C 7.5243 3.0240 1.3336
C -0.1720 0.5374 2.7610
C -2.5080 1.1614 2.9881
C -5.0731 -0.7658 -1.8418
C 0.4048 2.5142 -2.4641
C 0.7510 -4.5623 0.7494
H 1.9302 -4.3576 2.5232
H 6.6936 2.0495 -0.9441
H -1.4286 2.6577 -0.7293
H 0.3231 -1.1249 -0.4589
H 3.4316 -3.3373 -0.5867
H -1.3477 -4.0038 0.7435
H -0.9708 -4.1915 -1.2053
H -5.6710 5.3248 -0.8139
H -6.4428 -2.2042 -0.0579
H 2.8190 -4.7890 1.0343
H -4.5267 0.1227 -2.1350
H 6.6388 3.5247 -1.9899
H -5.2313 -3.3369 0.4717
H -2.4220 4.8593 -0.5042
H -1.4615 0.6685 0.6380
H -5.1232 -1.4470 -2.6773
H 2.6056 2.3322 -0.7819
H 0.0113 1.4754 -2.7262
H 3.4245 -2.4889 1.7299
H -0.3428 3.1844 -2.8883
H 0.5548 -0.2252 2.2502
H 7.6784 5.6334 0.6584
H -5.9164 3.2758 0.2556
H 0.6637 3.5558 -0.6196
H -0.6514 -4.2787 2.3530
H 3.0620 -1.5928 -0.6182
H 8.5856 2.7472 1.3305
H 1.7926 1.6634 0.5771
H -4.4452 3.6875 1.1869
H -0.2314 -2.7743 1.4780
H 1.8117 0.7560 -0.8633
H -3.8112 -0.3132 0.7309
H -6.0858 -0.5168 -1.5285
H -5.6350 -3.3331 -1.2374
H -2.3041 1.2630 4.0492
H 1.0527 -3.4470 -3.2172
H -3.5198 -1.7395 -0.7855
H -4.1630 6.0152 -0.1307
H -3.5473 0.8686 2.7996
H 2.6003 -4.0003 -2.5927
H 1.3299 2.6766 -2.9890
H -0.4553 -6.3087 0.4989
H -4.4389 2.2218 0.2693
H 0.4223 -1.3088 -2.2640
H -0.1141 0.5218 3.8544
H 0.3167 -6.2715 2.0932
H -0.0581 1.5337 2.3718
H -0.5543 -2.3700 -1.2054
H 1.7587 -2.0361 1.7280
H 2.4314 -2.2342 -2.9755
H 1.2375 -6.7245 0.6378
H 6.0696 3.9448 0.2297
H 7.2787 3.5445 2.2538
H -4.3327 3.4126 -1.8087
H -1.8767 -0.8966 2.9713
H -2.4400 2.0994 2.4122
H -4.2764 5.8727 -1.8839
H 8.1255 2.6208 -1.4395
H 7.0192 2.0508 1.3733
```

Computed properties:
Charge: 0
Kohn-Sham gap in eV: 8.99
DFT total energy in Eh: -1455.9054
Lowest unoccupied orbital energy in eV: 0.41

***

No. 7
Below is one molecule with the formula C2H3P at a distorted geometry, with properties calculated with ωB97M-V/def2-TZVPD.

Structure (XYZ):
```
6
C2H3P | OMol25 | ωB97M-V/def2-TZVPD
P 0.0169 2.0884 -0.1828
C 0.8926 0.5205 -0.3664
C -0.4154 0.2628 0.2463
H -1.3393 -0.1081 -0.3713
H -0.4425 0.1066 1.2403
H 1.8247 -0.1208 -0.5651
```

Computed properties:
Charge: 0
Kohn-Sham gap in eV: 8.38
DFT total energy in Eh: -419.2374
Lowest unoccupied orbital energy in eV: -0.27

***

No. 8
Below is one molecule with the formula C2H2N4OS at a distorted geometry, with properties calculated with ωB97M-V/def2-TZVPD.

Structure (XYZ):
```
10
C2H2N4OS | OMol25 | ωB97M-V/def2-TZVPD
S 2.1834 -1.0444 -0.2702
O -0.3109 -1.8313 0.4187
N -2.1734 -0.4740 -0.3477
N -1.7539 -1.6994 -0.0741
N 0.7502 1.3776 0.2395
N -1.3396 0.6213 -0.2414
C -0.0718 0.3998 -0.0272
C 0.6003 -0.8736 0.0930
H 1.7275 1.0774 0.0171
H 0.3881 2.4467 0.1922
```

Computed properties:
Charge: 0
Kohn-Sham gap in eV: 8.50
DFT total energy in Eh: -769.7211
Lowest unoccupied orbital energy in eV: -1.33